Record 1
# C19H44FN2O5S

A cluster of 3 separate species, C19H44FN2O5S in total in a non-equilibrium geometry (wB97M-V/def2-TZVPD, OMol25).

Each atom is followed by the atoms it is bonded to, with distances in Å.
Positions of all 72 atoms, in Å:
1 C -4.811 -5.104 -2.616  C2 1.582, H11 1.111, H12 1.111, H13 1.109
2 C -5.288 -3.888 -1.724  C1 1.582, C3 1.556, H14 1.114, H15 1.116
3 C -4.543 -2.552 -2.010  C2 1.556, C4 1.582, H16 1.116, H17 1.119
4 C -3.239 -2.354 -1.137  C3 1.582, C5 1.594, H18 1.115, H19 1.113
5 C -2.066 -1.666 -1.969  C4 1.594, S6 1.827, H20 1.120, H21 1.109
6 S -0.854 -2.849 -2.655  C5 1.827, C7 1.849, H22 1.375
7 C -1.314 -3.332 -4.380  S6 1.849, C8 1.540, H23 1.113, H24 1.114
8 C -1.091 -2.201 -5.401  C7 1.540, O9 1.147, F10 1.357
9 O -0.865 -2.469 -6.493  C8 1.147
10 F -1.110 -0.889 -5.053  C8 1.357
11 H -5.704 -5.569 -3.085  C1 1.111
12 H -4.389 -5.869 -1.930  C1 1.111
13 H -4.115 -4.819 -3.432  C1 1.109
14 H -5.274 -4.184 -0.650  C2 1.114
15 H -6.368 -3.740 -1.963  C2 1.116
16 H -5.240 -1.702 -1.819  C3 1.116
17 H -4.287 -2.465 -3.096  C3 1.119
18 H -2.918 -3.299 -0.639  C4 1.115
19 H -3.517 -1.620 -0.348  C4 1.113
20 H -1.527 -0.962 -1.285  C5 1.120
21 H -2.503 -1.043 -2.776  C5 1.109
22 H -0.954 -4.033 -1.963  S6 1.375
23 H -0.703 -4.216 -4.665  C7 1.113
24 H -2.373 -3.674 -4.439  C7 1.114
25 C 0.060 2.050 5.271  O26 1.419, H34 1.090, H35 1.094, H36 1.093
26 O -0.825 0.953 5.103  C25 1.419, C27 1.426
27 C -2.197 1.312 5.251  O26 1.426, C28 1.520, H37 1.094, H38 1.094
28 C -2.929 1.144 3.929  C27 1.520, N29 1.462, H39 1.094, H40 1.098
29 N -2.507 2.161 2.968  C28 1.462, C30 1.459, H41 1.012
30 C -3.000 1.926 1.614  N29 1.459, C31 1.531, H42 1.094, H43 1.095
31 C -2.465 0.695 0.880  C30 1.531, O32 1.420, H44 1.097, H45 1.097
32 O -1.079 0.764 0.576  C31 1.420, C33 1.426
33 C -0.214 0.290 1.605  O32 1.426, H46 1.093, H47 1.091, H48 1.091
34 H 1.079 1.665 5.232  C25 1.090
35 H -0.063 2.782 4.466  C25 1.094
36 H -0.094 2.532 6.240  C25 1.093
37 H -2.318 2.324 5.648  C27 1.094
38 H -2.630 0.620 5.979  C27 1.094
39 H -4.006 1.233 4.098  C28 1.094
40 H -2.718 0.133 3.558  C28 1.098
41 H -1.496 2.187 2.940  N29 1.012
42 H -2.729 2.807 1.026  C30 1.094
43 H -4.094 1.886 1.633  C30 1.095
44 H -2.973 0.643 -0.092  C31 1.097
45 H -2.705 -0.244 1.395  C31 1.097
46 H -0.667 -0.512 2.193  C33 1.093
47 H 0.087 1.113 2.255  C33 1.091
48 H 0.690 -0.096 1.131  C33 1.091
49 C 4.714 4.604 -1.139  O50 1.419, H58 1.090, H59 1.094, H60 1.093
50 O 5.300 3.463 -1.744  C49 1.419, C51 1.426
51 C 6.493 3.033 -1.091  O50 1.426, C52 1.520, H61 1.094, H62 1.094
52 C 6.284 1.667 -0.458  C51 1.520, N53 1.462, H63 1.093, H64 1.097
53 N 5.388 1.759 0.694  C52 1.462, C54 1.461, H65 1.012
54 C 4.967 0.459 1.212  N53 1.461, C55 1.530, H66 1.094, H67 1.094
55 C 4.077 -0.400 0.310  C54 1.530, O56 1.423, H68 1.095, H69 1.095
56 O 2.784 0.150 0.085  C55 1.423, C57 1.420
57 C 2.704 1.046 -1.014  O56 1.420, H70 1.092, H71 1.092, H72 1.092
58 H 3.869 4.911 -1.755  C49 1.090
59 H 4.344 4.371 -0.136  C49 1.094
60 H 5.428 5.431 -1.090  C49 1.093
61 H 6.847 3.762 -0.357  C51 1.094
62 H 7.264 2.945 -1.863  C51 1.094
63 H 7.248 1.267 -0.133  C52 1.093
64 H 5.874 1.002 -1.229  C52 1.097
65 H 4.563 2.280 0.426  N53 1.012
66 H 4.413 0.656 2.134  C54 1.094
67 H 5.853 -0.118 1.495  C54 1.094
68 H 3.908 -1.347 0.834  C55 1.095
69 H 4.561 -0.662 -0.637  C55 1.095
70 H 3.405 0.788 -1.811  C57 1.092
71 H 2.869 2.073 -0.684  C57 1.092
72 H 1.689 0.993 -1.415  C57 1.092

molecular weight = 431.6 g/mol
LUMO = -3.53 eV
net charge = +1
largest force on an atom = 3.1 eV/Å
E = -47175.9493 eV

These are the Mulliken partial charges, in e, on atoms 1 to 2:
1. C -0.767
2. C -0.684

---

Record 2
# C5H12N2O3

The molecule C5H12N2O3 in a non-equilibrium geometry (wB97M-V/def2-TZVPD, OMol25).

Each atom is followed by the atoms it is bonded to, with distances in Å.
Positions of all 22 atoms, in Å:
1 C 0.972 0.754 0.235  C4 1.773, C5 1.511, O8 1.453, O9 1.262
2 C -0.206 -0.974 -1.672  C4 1.461, H11 1.108, H12 1.107, H13 1.070
3 C -2.347 1.249 0.096  O10 1.399, H14 1.054, H15 1.039, H16 1.085
4 C -0.351 0.188 -0.800  C1 1.773, C2 1.461, O10 1.403, H17 1.159
5 C 1.247 -0.591 0.864  C1 1.511, N6 1.321, N7 1.336
6 N 2.250 -1.233 0.291  C5 1.321, H18 1.048, H19 1.023
7 N 0.299 -1.115 1.647  C5 1.336, H21 0.985, H22 1.018
8 O 0.178 1.567 1.142  C1 1.453, H20 0.978
9 O 1.972 1.340 -0.263  C1 1.262
10 O -1.608 0.094 -0.183  C3 1.399, C4 1.403
11 H 0.642 -0.920 -2.383  C2 1.108
12 H -1.089 -1.231 -2.290  C2 1.107
13 H 0.004 -1.887 -1.155  C2 1.070
14 H -2.257 2.131 -0.473  C3 1.054
15 H -2.219 1.697 1.025  C3 1.039
16 H -3.403 1.019 0.012  C3 1.085
17 H -0.279 1.140 -1.456  C4 1.159
18 H 3.148 -0.799 -0.032  N6 1.048
19 H 2.105 -2.209 0.019  N6 1.023
20 H 0.569 2.462 1.079  O8 0.978
21 H -0.003 -0.579 2.416  N7 0.985
22 H 0.375 -2.103 1.882  N7 1.018

molecular weight = 148.2 g/mol
ΔE to the lowest compared entry with this formula, charge and spin = 384.8 kJ/mol
LUMO = 0.51 eV
largest force on an atom = 3.6 eV/Å
E = -14499.5174 eV

These are the natural (NBO) partial charges, in e, on atoms 1 to 2:
1. C 0.513
2. C -0.647